(1)
The following is a quantum chemistry calculation of a structure of composition C3H6N5 in a non-equilibrium geometry, from the Open Molecules 2025 dataset.

Structure (XYZ):
```
14
Properties=species:S:1:pos:R:3:forces:R:3
C 0.412185 -1.250162 -0.997766 -0.06 -0.14 0.16
C 0.739536 0.738429 0.012398 3.77 2.19 2.74
C -0.228017 -0.110239 0.884889 -0.30 0.60 0.28
N -0.059299 1.879364 -0.410310 1.24 0.40 -1.05
N -1.178842 1.812860 0.066833 -1.59 1.18 -0.07
N -0.333859 -1.323155 0.085080 0.09 -0.36 -0.32
N -1.402510 0.751619 0.807010 0.57 -1.55 0.67
N 1.102437 -0.139305 -1.055478 -0.04 -0.17 -0.40
H 0.463571 -2.027193 -1.744284 0.03 -0.08 -0.04
H 1.912848 1.306300 0.573031 -3.86 -2.10 -1.58
H 0.033877 -0.338724 1.918672 0.12 0.00 -0.20
H -0.914238 -2.110569 0.334819 0.09 -0.02 -0.14
H -2.252582 0.657458 1.337094 0.02 0.21 0.00
H 1.704893 0.153317 -1.811990 -0.08 -0.17 -0.04
```
Forces are in eV/Å.

Values from the calculation:
E_tot   -10649.7028 eV
Kohn-Sham gap   10.1 eV
Net charge   +1
HOMO energy   -0.5216 Eh

=====

(2)
The following is a quantum chemistry calculation of a structure of composition C29H44CdN6O9S2Si, from the Open Molecules 2025 dataset.

Structure (XYZ):
```
92
Properties=species:S:1:pos:R:3:forces:R:3
Cd -0.378150 -0.654526 0.120358 0.00 -0.28 -0.07
O 1.883819 -0.293635 -3.563128 -0.03 0.00 -0.02
C 1.020424 -0.624428 -2.769574 0.00 0.17 0.08
N 0.221796 0.162163 -1.993835 -0.12 -0.19 0.00
C -0.330698 1.286400 -2.469373 0.04 0.08 0.02
O -0.178009 1.835411 -3.556689 0.02 0.04 -0.07
C -1.407781 1.861952 -1.549053 -0.01 -0.05 0.04
C -1.974005 3.093717 -1.848453 -0.02 0.01 -0.02
C -3.016534 3.550329 -1.063820 -0.01 -0.02 0.02
C -3.477531 2.758648 -0.019570 0.00 0.01 -0.03
C -2.848405 1.547881 0.222558 -0.08 0.00 0.04
N -1.833677 1.126419 -0.525432 0.17 0.06 -0.07
C 0.723381 -2.112267 -2.606093 0.08 0.01 -0.13
C 1.254555 -3.005774 -3.529589 0.02 -0.01 0.00
C 0.935497 -4.346233 -3.415582 -0.02 0.01 -0.01
C 0.095676 -4.750164 -2.388185 0.01 0.00 0.02
C -0.389748 -3.786719 -1.516600 -0.05 -0.09 0.11
N -0.082836 -2.501636 -1.627085 -0.02 0.12 0.04
H -1.583564 3.647187 -2.689718 0.00 0.00 0.00
H -3.476385 4.510768 -1.268143 0.00 0.00 0.00
H -4.308811 3.066997 0.600834 0.00 0.00 0.01
H -3.165145 0.875954 1.013209 0.00 0.02 0.02
H 1.907896 -2.623241 -4.300269 0.01 0.01 0.00
H 1.336733 -5.069633 -4.116333 0.00 0.00 0.01
H -0.177691 -5.788757 -2.256132 -0.01 0.00 0.01
H -1.058157 -4.036428 -0.699687 -0.01 -0.01 0.01
C -4.659072 -2.607650 -0.837902 0.02 0.01 0.06
S -3.712560 -2.296043 0.645090 -0.09 0.02 0.02
O -3.763822 -3.532037 1.406534 -0.01 0.01 -0.03
O -4.351876 -1.150670 1.273592 0.00 -0.02 -0.01
O -2.370804 -2.000078 0.117363 0.19 0.01 0.04
H -5.681106 -2.838455 -0.546699 -0.03 -0.01 0.00
H -4.210934 -3.448050 -1.362157 0.01 -0.04 -0.02
H -4.627556 -1.714876 -1.457210 0.00 0.04 -0.03
S -1.171663 0.420543 5.047530 -0.13 -0.12 0.10
C -1.014292 0.154496 3.430945 0.02 0.16 -0.11
N -0.886277 0.005459 2.282526 0.02 0.00 0.03
C 4.916720 -4.549568 0.421891 0.00 0.03 -0.01
C 4.616083 -3.137881 -0.083563 0.04 -0.02 -0.04
C 3.629696 -3.187472 -1.243485 0.03 -0.02 0.01
C 5.906380 -2.452517 -0.526882 -0.01 -0.03 0.00
O 4.111322 -2.369548 0.989197 -0.08 0.06 0.08
Si 2.542596 -2.214998 1.535586 -0.01 -0.05 0.03
O 1.615928 -1.389120 0.576967 -0.08 -0.03 -0.09
O 2.070506 -3.780294 1.814179 0.17 0.01 -0.16
C 0.999551 -4.246919 2.620949 -0.12 -0.01 0.08
C -0.173435 -3.274140 2.613899 0.03 -0.02 0.01
C 0.580834 -5.591136 2.032528 0.00 0.02 0.06
C 1.525094 -4.429940 4.042628 -0.01 0.01 0.03
O 2.739184 -1.582170 3.054486 0.01 -0.18 0.02
C 3.241265 -0.306396 3.404598 -0.01 0.16 0.00
C 2.681664 0.006691 4.788691 0.03 0.00 -0.07
C 4.767979 -0.367891 3.452388 -0.01 -0.02 -0.01
C 2.783029 0.745901 2.401033 0.03 0.08 0.05
H 5.352341 -5.159506 -0.374042 0.01 -0.02 -0.01
H 3.996685 -5.014297 0.774461 -0.02 -0.01 0.01
H 5.619789 -4.500747 1.256156 0.01 0.00 0.01
H 4.044505 -3.764628 -2.074164 0.01 -0.01 -0.02
H 3.405933 -2.179861 -1.590108 -0.02 0.04 -0.01
H 2.694941 -3.654115 -0.928812 -0.04 -0.02 0.00
H 6.387606 -3.009291 -1.334596 0.01 -0.01 -0.02
H 6.596272 -2.384778 0.316596 0.01 0.00 0.01
H 5.684658 -1.444249 -0.877375 0.00 0.02 0.00
H -0.547723 -3.122836 1.601044 -0.02 -0.04 -0.01
H 0.122659 -2.304620 3.018790 0.00 -0.07 0.00
H -1.001380 -3.656219 3.212991 -0.02 -0.01 0.01
H 0.230005 -5.451971 1.010138 -0.03 0.01 -0.05
H -0.223286 -6.037751 2.621342 -0.01 0.00 -0.01
H 1.434319 -6.273117 2.015745 0.02 -0.01 0.01
H 1.868152 -3.470177 4.429199 -0.01 -0.01 0.00
H 2.366804 -5.126490 4.042115 0.02 -0.02 0.00
H 0.740205 -4.818111 4.694912 -0.02 -0.02 0.03
H 2.987603 -0.768109 5.494468 0.02 -0.02 0.03
H 1.591964 0.034819 4.760399 0.01 0.01 0.02
H 3.052895 0.971838 5.145515 0.00 0.02 0.02
H 5.084208 -1.140312 4.156543 0.01 -0.01 0.02
H 5.178573 0.593085 3.773480 0.02 0.02 0.00
H 5.162864 -0.620110 2.468437 0.01 0.00 -0.01
H 1.692884 0.766880 2.350364 0.05 0.03 0.01
H 3.147400 0.526130 1.397498 0.02 0.01 -0.01
H 3.158916 1.728886 2.698037 0.02 0.02 -0.03
C -1.524761 3.519960 3.192927 0.01 0.00 0.04
N -0.123378 3.244423 2.940515 0.00 -0.03 -0.01
C 0.808721 3.297925 4.049738 0.03 0.03 0.02
C 0.308117 3.140010 1.695472 -0.07 -0.06 0.04
N 0.662308 3.031646 0.598803 0.07 0.10 -0.07
H -1.829625 2.973954 4.085891 0.00 0.00 0.00
H -2.115304 3.160037 2.356319 -0.03 0.00 -0.04
H -1.705180 4.593713 3.327290 0.00 0.02 0.01
H 0.429740 2.663708 4.853005 0.02 0.03 -0.01
H 0.940102 4.325980 4.410416 0.00 0.02 0.01
H 1.769803 2.905508 3.729970 -0.02 0.03 0.02
```
Forces are in eV/Å.

Values from the calculation:
E_tot   -92278.8115 eV
Kohn-Sham gap   7.6 eV
Net charge   -2
HOMO energy   -0.1166 Eh

=====

(3)
The following is a quantum chemistry calculation of the molecule C5H11N in a non-equilibrium geometry, from the Open Molecules 2025 dataset.

Structure (XYZ):
```
17
Properties=species:S:1:pos:R:3:forces:R:3
C -0.902097 1.335354 -0.976515 3.00 4.14 0.40
N -0.367561 0.873302 0.267110 -0.94 -0.41 -0.31
C 1.094650 0.709643 0.290688 -0.28 0.62 3.18
C 1.367434 -0.798584 0.190313 -0.66 -1.03 -2.74
C -0.019173 -1.463541 0.305338 -2.20 -2.34 0.97
C -1.066282 -0.354571 0.635892 -0.44 -0.99 1.26
H -0.422328 2.381879 -1.083588 -1.12 -0.93 0.05
H -1.924325 1.471687 -0.877617 -1.95 0.14 -0.22
H -0.571636 0.955227 -1.906650 0.10 -1.70 -1.02
H 1.616445 1.246863 -0.469787 -0.10 0.45 -0.79
H 1.390807 1.283294 1.278725 0.06 -1.70 -1.56
H 2.061143 -1.319167 0.793216 0.80 0.19 1.34
H 1.790655 -1.064803 -0.848194 -0.73 0.70 1.23
H -0.163096 -2.240979 1.124026 0.94 0.89 -0.62
H -0.401176 -2.099805 -0.554486 0.90 1.18 0.38
H -2.044302 -0.506514 0.068837 1.42 0.43 0.46
H -1.439159 -0.409285 1.762692 1.19 0.35 -1.99
```
Forces are in eV/Å.

Values from the calculation:
SMILES   CN1CCCC1
E_tot   -6851.6678 eV
Kohn-Sham gap   9.3 eV
HOMO energy   -0.3009 Eh